No. 1
C35H32Br30ClIN2O3 as an isolated structure in a non-equilibrium geometry, computed with ωB97M-V/def2-TZVPD.

Geometry as XYZ:
```
104
Properties=species:S:1:pos:R:3:mulliken_charge:R:1
C -1.94255 3.79566 3.23982 -0.636
C -1.14297 4.26413 1.85186 -0.081
I -1.80809 6.36661 1.50679 -0.010
C 0.48627 4.30488 2.02988 -0.842
N 1.21947 3.08343 1.52092 0.344
C 1.47239 3.02445 -0.00008 -0.367
O 2.37340 3.70442 -0.71395 -0.420
C 0.31779 1.94939 -0.46410 0.342
C -0.36719 1.69007 -1.95620 0.344
C 0.07382 2.55361 -3.27825 -0.755
C 1.59952 2.27995 -3.81211 0.266
C 2.18349 0.77717 -3.50542 -0.085
O 1.30644 -0.29096 -4.01536 -0.517
C -1.55909 0.51739 -1.97826 -0.242
Cl -2.47777 0.08468 -3.55840 -0.174
C -2.02451 -0.31570 -0.60587 0.289
C -3.24059 -1.40550 -0.75235 -0.095
C -3.05651 -2.75978 -1.68772 -0.111
C -4.32762 -3.82265 -1.85688 -0.433
C -5.75008 -3.45510 -1.07465 -0.345
C -5.91431 -2.12693 -0.12242 -0.450
C -4.64783 -1.09423 0.02947 -0.123
C -1.29256 -0.00375 0.82738 0.369
C -1.68838 -0.74434 2.27455 -0.263
C -1.87689 -2.36837 2.21047 -0.499
C -2.27228 -3.12222 3.65018 -0.370
C -2.37907 -2.14390 4.99568 -0.533
C -2.09933 -0.54741 4.75886 -0.235
N -1.78899 0.15876 3.46937 0.011
C -0.11429 1.13431 0.89140 0.118
C 0.79097 1.72882 2.12275 0.218
O 1.08103 1.24185 3.33396 -0.594
H -2.81674 4.54080 3.53056 0.361
H -2.36543 2.71105 3.09061 0.070
H -1.15825 3.87462 4.13083 0.223
H -1.47241 3.61887 0.90658 0.295
H 0.72493 4.44278 3.18719 0.252
H 0.87053 5.26443 1.47352 0.481
H -0.72968 2.38598 -4.13562 0.350
H 0.01384 3.71249 -3.01801 0.262
H 1.62308 2.47695 -4.98821 0.386
H 2.31401 3.07909 -3.30935 -0.406
H 3.24100 0.71040 -4.05462 0.204
H 2.39473 0.72520 -2.34684 0.001
H 1.39306 -1.07566 -3.38584 0.303
H -2.06345 -3.02829 -2.27901 0.338
H -4.23084 -4.80515 -2.50972 0.251
H -6.70393 -4.15754 -1.18268 0.267
H -6.90942 -1.83057 0.45141 0.298
H -4.70334 -0.11466 0.68927 0.328
H -1.77493 -3.04808 1.25991 0.704
H -2.47143 -4.27126 3.75403 0.313
H -2.62095 -2.54733 6.08056 0.358
H -2.15005 0.13712 5.73641 0.263
C 6.14404 -0.74255 -2.30414 -0.489
Br 4.98896 -2.05109 -3.16310 -0.004
Br 7.68734 -0.30610 -3.40495 0.060
Br 5.16223 0.84957 -1.77013 0.102
H 6.52541 -1.20541 -1.38798 0.371
C 5.33808 3.32534 1.80985 0.386
Br 5.17894 2.19756 3.38690 -0.036
Br 4.83310 5.16655 2.18265 -0.041
Br 7.10802 3.20761 1.01146 -0.065
H 4.62740 2.94242 1.07003 -0.299
C -0.43314 -6.21546 1.86327 -0.357
Br -1.67931 -6.94935 0.56222 0.015
Br -0.13940 -4.31194 1.59055 0.067
Br -0.97705 -6.60975 3.68883 -0.026
H 0.52836 -6.71378 1.70134 0.343
C -5.87583 7.08913 -0.28896 -0.237
Br -6.02584 5.34921 0.56805 0.015
Br -5.40052 6.93162 -2.16868 -0.003
Br -7.47871 8.16163 -0.03499 -0.026
H -5.05482 7.61908 0.20512 0.239
C 0.47846 -7.93256 -3.28531 -0.330
Br 1.64905 -7.75991 -1.74123 -0.010
Br -1.17797 -6.93952 -3.05258 -0.001
Br 1.38472 -7.45160 -4.93799 -0.022
H 0.20837 -8.99073 -3.36494 0.361
C 8.96209 -0.30875 -7.73296 -0.284
Br 10.13268 -0.13611 -6.18887 -0.057
Br 7.30566 0.68429 -7.50022 0.005
Br 9.86835 0.17221 -9.38564 -0.041
H 8.69200 -1.36693 -7.81259 0.343
C 8.87174 -4.47378 -2.71399 -0.344
Br 9.30953 -3.92989 -4.52971 0.017
Br 9.46400 -3.16404 -1.40331 -0.030
Br 6.98148 -4.88947 -2.51883 -0.014
H 9.42460 -5.39778 -2.51501 0.335
C -6.05297 -3.52619 6.75627 0.203
Br -5.53023 -5.06626 7.82362 -0.046
Br -4.52346 -2.42247 6.28038 0.178
Br -7.08491 -4.04663 5.19159 -0.015
H -6.70859 -2.91146 7.38179 -0.277
C 4.32469 5.67225 -3.64281 -0.391
Br 4.84743 4.13218 -2.57546 0.070
Br 5.85420 6.77597 -4.11869 -0.055
Br 3.29275 5.15181 -5.20749 -0.028
H 3.66906 6.28698 -3.01728 0.410
C -8.12053 0.63723 7.32586 -0.345
Br -7.59779 -0.90284 8.39321 -0.029
Br -6.59102 1.74095 6.84998 0.010
Br -9.15247 0.11679 5.76118 0.005
H -8.77615 1.25196 7.95139 0.348
```

Lowest unoccupied orbital energy = -0.0610 Ha
HOMO-LUMO gap = 6.71 eV



No. 2
C35H32CsIN6O6 as an isolated structure in a non-equilibrium geometry, computed with ωB97M-V/def2-TZVPD.

Geometry as XYZ:
```
81
Properties=species:S:1:pos:R:3:mulliken_charge:R:1
Cs 0.35337 -0.37547 0.79456 1.497
O 1.59581 2.62607 4.11127 -0.836
C 1.45595 2.10858 2.97934 0.361
N 0.46757 2.12460 2.10872 0.010
C -0.68947 2.89057 2.28877 0.001
C -0.91363 3.77775 3.34753 -0.628
C -2.09658 4.50970 3.44128 -0.579
C -3.07258 4.39470 2.47043 -0.859
C -2.85323 3.54074 1.39293 0.274
C -1.69926 2.77542 1.27912 -0.017
N -1.47833 2.00893 0.11039 -0.444
C -2.31704 1.08909 -0.25890 -0.340
O -2.29913 0.46751 -1.37001 -0.778
C -3.40201 0.59015 0.67339 0.905
C -4.74435 0.80899 0.35828 -0.660
C -5.70655 0.47430 1.28796 -0.662
C -5.30595 -0.09966 2.48744 -0.311
C -3.95478 -0.33193 2.68186 -0.652
N -3.00979 -0.00976 1.79913 -0.074
C 2.67106 1.24560 2.52085 0.240
C 3.47548 0.64879 3.48664 -0.602
C 4.52552 -0.15784 3.08883 -0.418
C 4.77041 -0.32497 1.73600 -0.528
C 3.93025 0.31968 0.84403 -0.146
N 2.89603 1.07429 1.21309 -0.351
H -0.14620 3.85317 4.10170 0.457
H -2.23876 5.17169 4.28966 0.351
H -3.98694 4.97624 2.52381 0.334
H -3.57475 3.46990 0.58516 0.417
H -4.98622 1.27037 -0.58873 0.400
H -6.75571 0.66867 1.09004 0.358
H -6.01813 -0.36610 3.25792 0.405
H -3.61731 -0.79708 3.60277 0.406
H 3.22791 0.84268 4.52160 0.435
H 5.13629 -0.66232 3.82985 0.364
H 5.55873 -0.97258 1.37419 0.356
H 4.06848 0.20159 -0.22653 0.430
O -0.81243 1.39612 -3.50585 -0.600
C -1.04091 0.29450 -4.31908 -0.568
C -0.10505 -0.87714 -4.08602 0.732
C 0.35066 -1.63901 -5.15926 -0.734
C 1.13750 -2.74945 -4.91456 -0.429
C 1.44502 -3.06501 -3.60173 -0.968
C 0.95455 -2.23833 -2.59888 -0.274
N 0.20351 -1.16263 -2.82118 0.142
H -1.21575 1.18628 -2.61955 0.595
H -0.94698 0.59992 -5.36979 0.377
H -2.06334 -0.09765 -4.19500 0.075
H 0.08714 -1.33824 -6.16684 0.314
H 1.51114 -3.35940 -5.73087 0.367
H 2.04700 -3.92179 -3.33348 0.506
H 1.16432 -2.46480 -1.55996 0.563
C -5.06364 -2.86241 -0.61402 -1.070
N -3.71909 -2.74462 -1.12742 0.370
C -3.50104 -2.29056 -2.48569 -0.743
C -2.63256 -3.04530 -0.37088 0.622
C -2.88285 -3.49476 1.05028 -1.178
O -1.50005 -2.98497 -0.81397 -0.534
H -5.75100 -2.75372 -1.45462 0.412
H -5.30422 -2.08864 0.11662 0.254
H -5.25064 -3.84258 -0.16880 0.342
H -4.27102 -1.56034 -2.73572 0.471
H -3.53077 -3.12670 -3.19467 0.355
H -2.53799 -1.79075 -2.53011 -0.141
H -3.34876 -4.48392 1.04384 0.366
H -3.54362 -2.82028 1.59391 0.258
H -1.92047 -3.56269 1.55106 0.276
I 7.69167 -5.68706 -1.65547 0.006
C 5.94769 -4.98624 -0.78626 0.090
C 5.30382 -5.75584 0.17390 -0.482
C 4.14056 -5.27460 0.75584 -0.389
C 3.61853 -4.03565 0.40162 -0.031
C 4.27810 -3.28546 -0.56384 0.198
C 5.43902 -3.75104 -1.16578 -0.730
C 2.34150 -3.51665 1.07560 -0.065
O 1.77511 -4.28303 1.86559 -0.855
O 2.01426 -2.34532 0.75067 -0.715
H 5.70897 -6.71827 0.45962 0.350
H 3.59701 -5.83818 1.50239 0.479
H 3.85533 -2.32488 -0.82606 0.511
H 5.94227 -3.16279 -1.92175 0.362
```

Energy above the lowest of the compared OMol25 structures with the same formula, charge and spin = 0.273 eV
Net charge = -2
Lowest unoccupied orbital energy = 0.1173 Ha
HOMO-LUMO gap = 4.72 eV



No. 3
C35H32FN3O4PPt as an isolated structure, computed with ωB97M-V/def2-TZVPD.

Geometry as XYZ:
```
77
Properties=species:S:1:pos:R:3:mulliken_spin:R:1
Pt -2.10457 0.67809 -2.57570 1.068
O -2.67093 -1.28091 -3.66347 0.465
C -3.39653 -1.00402 -2.71614 0.364
C -4.52932 -1.17323 -1.93981 -0.023
C -5.39079 -2.29908 -2.03360 0.224
C -6.44187 -2.39983 -1.15524 -0.071
C -6.69240 -1.42297 -0.17755 0.197
C -5.88084 -0.30599 -0.09178 -0.079
C -4.80064 -0.17402 -0.95941 0.175
P -3.77024 1.26088 -1.08077 0.402
C -2.93202 1.63175 0.45731 0.020
C -2.18710 2.81132 0.56202 0.021
C -1.43972 3.04962 1.70365 -0.019
C -1.43494 2.11914 2.73766 0.023
C -2.16785 0.94436 2.63122 -0.011
C -2.91030 0.69166 1.48837 0.018
C -4.59707 2.69605 -1.72892 -0.049
C -5.11044 3.67339 -0.87108 0.007
C -5.82109 4.73584 -1.40200 0.001
C -6.01457 4.82908 -2.77575 0.014
C -5.51232 3.85311 -3.62874 0.015
C -4.80998 2.78262 -3.10765 0.042
H -5.21874 -3.05274 -2.78841 0.011
H -7.10282 -3.25238 -1.22904 0.000
H -7.53196 -1.53355 0.49216 0.010
H -6.09905 0.46449 0.63726 0.004
H -2.19453 3.54213 -0.23647 0.009
H -0.88023 3.97107 1.79094 0.001
H -0.87350 2.32169 3.64012 0.001
H -2.18220 0.23671 3.44865 0.000
H -3.49045 -0.21919 1.40619 0.006
H -4.97085 3.60427 0.19954 0.000
H -6.22950 5.48987 -0.74358 0.000
H -6.56499 5.66542 -3.18448 0.001
H -5.67418 3.92412 -4.69474 0.001
H -4.44289 2.01100 -3.77986 -0.029
C 5.20351 1.84905 -0.51638 0.030
C 4.13486 1.92825 0.56079 -0.030
N 2.88061 1.26125 0.11566 0.263
C 1.98103 2.05719 -0.49481 -0.035
C 0.78874 1.61855 -1.02127 0.070
C -0.04296 2.71442 -1.70605 0.029
O 0.31156 3.84547 -1.46875 0.112
O -0.96702 2.37827 -2.53343 0.070
C 0.46480 0.20761 -0.86440 0.112
O -0.58331 -0.32715 -1.26828 0.335
C 1.45732 -0.62680 -0.19501 -0.008
C 1.22681 -1.97940 -0.01404 0.025
C 2.17993 -2.76803 0.59178 0.115
F 1.86187 -4.04382 0.78201 0.015
C 3.44326 -2.29384 1.01869 -0.048
C 3.65154 -0.92991 0.84054 0.089
C 2.67336 -0.08935 0.26131 0.014
N 4.40140 -3.13709 1.56405 -0.022
C 4.29302 -4.60097 1.51872 0.002
C 5.61675 -5.23211 1.94577 0.000
N 6.74626 -4.38527 1.44060 0.000
C 6.77629 -3.04558 2.14523 0.000
C 5.35152 -2.67506 2.56300 0.001
H 6.09673 2.36021 -0.16160 -0.002
H 4.87594 2.34507 -1.42880 -0.002
H 5.46382 0.81927 -0.75772 0.001
H 3.86581 2.96080 0.77203 0.006
H 4.43483 1.47641 1.50332 0.001
H 2.23006 3.10746 -0.56507 0.012
H 0.29713 -2.43615 -0.32436 0.005
H 4.59817 -0.49832 1.12137 0.021
H 4.06012 -4.91058 0.50001 0.000
H 3.51543 -4.99252 2.17903 0.000
H 5.71682 -6.23510 1.53518 0.000
H 5.73651 -5.28903 3.02637 0.000
H 6.63700 -4.24385 0.43430 0.000
H 7.63884 -4.86733 1.56787 0.000
H 7.21646 -2.33098 1.45237 0.000
H 7.42865 -3.14700 3.01174 0.000
H 5.29592 -1.59969 2.70110 -0.001
H 5.11205 -3.11410 3.53622 -0.001
```

<S²> = 6.11
Net charge = +3
Lowest unoccupied orbital energy (alpha / beta) = -0.3166 / -0.4365 Ha
HOMO-LUMO gap (alpha / beta) = 4.34 / 3.79 eV
2S+1 = 5



| no. | molar mass (g mol⁻¹) |
| --- | --- |
| 1 | 3088.13 |
| 2 | 892.49 |
| 3 | 803.71 |